Below is a single C18H25FN2O3 molecule, with properties calculated with wB97M-V/def2-TZVPD.

Structure (XYZ):
```
49
Properties=species:S:1:pos:R:3
C -2.62566 -3.32492 1.06192
C -2.96605 -2.42210 -0.12562
C -2.06333 -2.74413 -1.31660
C -4.44066 -2.56669 -0.49946
O -2.69468 -1.08771 0.36329
C -2.90829 -0.02015 -0.42808
O -3.29029 -0.05498 -1.57600
N -2.67739 1.14105 0.23866
C -2.03410 1.19896 1.52868
C -0.51278 1.35529 1.35854
C -0.19750 2.11700 0.05924
C 1.16611 2.81433 0.13430
N 2.25458 1.88127 0.30214
C 3.07038 1.53628 -0.72432
O 2.99615 2.04219 -1.82578
C 4.08167 0.48476 -0.39574
C 4.48254 -0.36775 -1.42095
C 5.41795 -1.35788 -1.19123
C 5.96080 -1.47201 0.07640
F 6.87434 -2.43357 0.31511
C 5.60063 -0.62257 1.10773
C 4.65459 0.35677 0.86613
C -1.31155 3.12670 -0.22176
C -2.62149 2.38136 -0.51096
H -1.58406 -3.19462 1.34445
H -3.24969 -3.07077 1.91485
H -2.79339 -4.36446 0.79730
H -2.30014 -2.08988 -2.15083
H -2.21297 -3.77594 -1.62161
H -1.01898 -2.60437 -1.04394
H -5.06903 -2.29689 0.34691
H -4.64762 -3.59564 -0.77986
H -4.67942 -1.91607 -1.33592
H -2.44897 2.06046 2.06008
H -2.27323 0.29739 2.09044
H -0.04705 0.36912 1.32855
H -0.11369 1.89680 2.21926
H -0.16598 1.40660 -0.77354
H 1.17570 3.53013 0.96335
H 1.36128 3.34662 -0.79962
H 2.27787 1.34531 1.15393
H 4.04733 -0.23651 -2.39968
H 5.73248 -2.03054 -1.97316
H 6.06195 -0.73202 2.07659
H 4.39167 1.03952 1.66081
H -1.05234 3.74630 -1.07988
H -1.42630 3.78407 0.64237
H -3.48354 3.00567 -0.24841
H -2.69789 2.11822 -1.56812
```

energy: -30913.7131 eV
relative energy (zero: lowest compared OMol25 entry of this formula, charge and spin): 0.0 kcal/mol
strongest force on any atom: 0.01317 hartree/bohr
lowest unoccupied orbital energy: 0.52 eV

Here are the natural (NBO) charges for atoms 1 to 4, given in e:
1 C -0.6135
2 C 0.2762
3 C -0.6448
4 C -0.6455